(1)
This record from OMol25 describes a structure of composition C33H47Cl2O2P3Pt. The level of theory is ωB97M-V/def2-TZVPD.

<S²>	6.0536
net charge	+2
frontier orbital gap (spin up / spin down)	6.662 / 5.546	eV
2S+1	5
HOMO level (spin up / spin down)	-11.8 / -13.7	eV

XYZ file:
```
88
Properties=species:S:1:pos:R:3:mulliken_charge:R:1
P 1.62 1.40 -3.13 0.10
C 3.28 1.31 -2.62 0.96
C 4.11 0.65 -3.58 -0.35
H 3.67 -0.11 -4.24 0.36
C 5.43 1.04 -3.72 -0.68
H 6.00 0.68 -4.58 0.42
C 6.00 1.94 -2.79 -0.40
H 7.03 2.26 -2.93 0.41
C 5.23 2.41 -1.70 -0.58
H 5.72 3.02 -0.94 0.42
C 3.87 2.10 -1.60 -0.67
H 3.29 2.43 -0.73 0.46
C 0.80 -0.14 -3.27 0.58
C 1.38 -1.35 -2.83 -0.31
H 2.22 -1.33 -2.13 0.52
C 0.84 -2.57 -3.27 -0.61
H 1.30 -3.51 -2.95 0.47
C -0.26 -2.58 -4.13 -0.56
H -0.62 -3.54 -4.56 0.43
C -0.92 -1.39 -4.45 -0.84
H -1.80 -1.39 -5.10 0.49
C -0.44 -0.18 -3.97 -0.44
H -0.98 0.76 -4.13 0.44
C 0.68 2.86 -2.81 0.51
C 0.82 3.74 -3.91 -0.48
H 1.56 3.52 -4.69 0.43
C -0.01 4.83 -4.03 -0.70
H 0.08 5.43 -4.93 0.43
C -0.95 5.11 -3.02 -0.61
H -1.60 5.98 -3.14 0.40
C -1.02 4.28 -1.90 -0.68
H -1.73 4.53 -1.10 0.47
C -0.23 3.14 -1.77 0.26
H -0.27 2.53 -0.85 0.45
Pt 0.27 -0.88 3.01 1.40
C -1.55 -1.48 2.21 -2.64
C -1.95 -1.41 0.91 2.03
H -2.20 -1.96 3.00 0.19
C -1.12 -0.60 -0.14 1.62
O -2.03 0.28 -0.87 -0.73
H -1.51 0.94 -1.37 0.02
C 0.00 0.17 0.37 0.09
H -0.75 -1.27 -0.96 -0.35
C 0.42 0.32 1.61 -2.27
Cl -0.45 -1.69 5.25 -0.43
Cl 2.47 0.06 3.48 -0.45
P 1.74 -2.65 2.39 0.55
C 2.59 -3.07 3.92 -1.16
H 1.84 -3.29 4.69 0.34
H 3.20 -2.21 4.23 0.37
H 3.22 -3.94 3.70 0.47
C 0.61 -3.98 1.97 -1.16
H 0.16 -3.77 0.99 0.14
H -0.18 -4.04 2.72 0.31
H 1.20 -4.90 1.93 0.54
C 2.92 -2.48 1.04 -0.90
H 3.46 -1.53 1.13 0.32
H 2.39 -2.54 0.08 0.01
H 3.61 -3.32 1.14 0.55
P -3.49 -2.15 0.29 1.46
C -4.08 -3.19 1.61 -1.39
C -3.20 -3.12 -1.18 -1.17
H -4.26 -2.62 2.53 0.45
H -3.38 -4.00 1.82 0.42
H -5.03 -3.61 1.24 0.44
H -2.83 -2.47 -1.99 0.22
H -4.19 -3.54 -1.43 0.49
H -2.47 -3.92 -0.98 0.40
C -4.68 -0.86 -0.06 -1.22
H -4.89 -0.28 0.84 0.36
H -5.57 -1.39 -0.42 0.49
H -4.25 -0.20 -0.83 0.31
H 1.22 1.06 1.75 0.68
C -3.25 1.56 2.92 -1.09
C -2.03 2.29 2.40 0.07
O -0.82 1.91 3.04 -0.21
C -0.86 2.26 4.44 -0.45
C 0.53 2.32 5.02 -1.14
H -3.07 0.49 2.99 0.11
H -4.09 1.73 2.24 0.38
H -3.53 1.95 3.90 0.44
H -1.90 2.09 1.33 -0.15
H -2.19 3.38 2.51 0.49
H -1.37 3.23 4.58 0.49
H -1.44 1.48 4.96 0.31
H 1.23 2.79 4.34 0.23
H 0.50 2.87 5.96 0.44
H 0.89 1.31 5.23 0.17
```

(2)
This record from OMol25 describes a structure of composition C33H47N10S2Ti. The level of theory is ωB97M-V/def2-TZVPD.

<S²>	2.0036
net charge	-1
frontier orbital gap (spin up / spin down)	5.588 / 6.277	eV
2S+1	3
relative energy (zero: lowest compared OMol25 entry of this formula, charge and spin)	0.00	kJ/mol
HOMO level (spin up / spin down)	-3.5 / -4.2	eV

XYZ file:
```
93
Properties=species:S:1:pos:R:3:mulliken_charge:R:1
Ti -0.51 0.03 -0.75 1.09
C -1.78 -2.86 0.17 0.07
C -0.32 -3.27 -0.01 -1.10
N 0.57 -2.12 -0.22 0.70
C 1.93 -2.33 0.31 -1.17
C 1.99 -2.30 1.83 -0.86
N 1.28 -1.15 2.35 0.49
C 1.67 -0.83 3.72 -0.90
C 0.84 0.29 4.33 -0.70
C 0.84 1.59 3.53 -0.54
N 0.09 1.53 2.28 0.42
C -1.36 1.59 2.39 -0.68
C -2.00 0.20 2.40 -1.34
N -1.46 -0.65 1.32 1.94
C -2.05 -2.00 1.39 -1.37
H -2.12 -2.36 -0.73 -0.46
H -2.37 -3.78 0.27 0.59
H 0.01 -3.82 0.87 0.36
H -0.25 -3.96 -0.86 0.41
H 0.69 -1.99 -1.22 -0.49
H 2.35 -3.28 -0.04 0.45
H 2.55 -1.52 -0.07 0.30
H 1.57 -3.21 2.28 0.46
H 3.06 -2.28 2.10 0.46
H 1.57 -0.35 1.77 -1.14
H 1.56 -1.74 4.32 0.50
H 2.74 -0.55 3.75 0.35
H -0.18 -0.05 4.50 0.14
H 1.26 0.51 5.32 0.53
H 0.45 2.39 4.18 0.49
H 1.87 1.86 3.28 0.10
H 0.43 2.26 1.66 -0.43
H -1.69 2.13 3.28 0.30
H -1.74 2.13 1.52 0.10
H -1.83 -0.30 3.36 0.54
H -3.08 0.30 2.29 0.57
H -0.46 -0.77 1.58 -0.25
H -1.68 -2.50 2.30 0.38
H -3.13 -1.89 1.52 0.54
S 3.82 0.78 1.11 -0.35
C 2.67 1.72 0.31 0.89
S 1.79 1.13 -1.10 -0.54
C 2.42 3.05 0.69 -0.30
C 1.44 3.87 0.07 0.46
N 0.63 4.52 -0.43 -0.64
C 3.13 3.66 1.77 -0.27
N 3.70 4.16 2.65 -0.72
C -5.67 2.61 -0.16 -0.86
C -5.00 1.30 0.19 -0.51
N -3.58 1.43 -0.02 0.59
C -3.01 2.13 -1.05 -0.46
N -1.76 1.91 -1.31 1.05
C -1.14 2.65 -2.42 -0.82
C -1.80 3.99 -2.65 -0.84
C -3.29 3.80 -2.82 -0.67
N -3.81 3.05 -1.68 0.22
C -5.25 3.01 -1.56 -0.54
H -5.37 3.38 0.55 0.31
H -6.76 2.51 -0.11 0.40
H -5.43 0.49 -0.42 0.21
H -5.17 1.04 1.24 0.39
H -2.99 0.67 0.29 -0.69
H -1.21 2.03 -3.33 0.06
H -0.09 2.77 -2.18 0.19
H -1.38 4.47 -3.54 0.41
H -1.59 4.64 -1.80 0.33
H -3.52 3.26 -3.75 0.26
H -3.81 4.76 -2.84 0.48
H -5.68 2.31 -2.29 0.16
H -5.63 4.00 -1.80 0.46
C 1.37 -3.67 -4.69 -0.60
C 1.93 -2.60 -4.01 -0.78
C 1.13 -1.66 -3.37 -0.21
C -0.27 -1.78 -3.36 -0.40
C -0.82 -2.87 -4.07 -0.20
C -0.01 -3.79 -4.72 -0.65
N -1.07 -0.90 -2.63 1.62
C -2.28 -0.57 -3.23 -1.04
C -3.49 -0.61 -2.54 0.18
C -4.69 -0.23 -3.14 -0.85
C -4.71 0.21 -4.46 -0.58
C -3.52 0.25 -5.17 -0.90
C -2.33 -0.13 -4.57 0.17
H 2.00 -4.39 -5.20 0.38
H 3.01 -2.47 -3.98 0.45
H 1.59 -0.81 -2.87 0.27
H -1.90 -2.99 -4.09 0.42
H -0.48 -4.62 -5.25 0.36
H -3.50 -0.96 -1.51 0.19
H -5.61 -0.29 -2.58 0.40
H -5.65 0.49 -4.93 0.40
H -3.51 0.59 -6.20 0.33
H -1.40 -0.09 -5.13 0.51
```

(3)
This record from OMol25 describes a structure of composition C33H48As3BrN3O2Ti. The level of theory is ωB97M-V/def2-TZVPD.

net charge	-1
frontier orbital gap	7.417	eV
relative energy (zero: lowest compared OMol25 entry of this formula, charge and spin)	0.00	kJ/mol
HOMO level	-4.9	eV

XYZ file:
```
91
Properties=species:S:1:pos:R:3:mulliken_charge:R:1
Ti 0.54 -0.43 0.23 -1.14
O -0.46 -0.79 -5.28 -0.73
C 0.08 0.45 -5.12 0.44
C 0.29 1.23 -6.24 -0.70
C 0.90 2.47 -6.11 -0.32
C 1.31 2.93 -4.87 -0.87
C 1.07 2.15 -3.75 -0.40
C 0.43 0.92 -3.85 0.47
C 0.09 0.10 -2.62 0.27
O 0.40 0.71 -1.45 -0.14
N 0.83 -1.20 -2.78 -0.68
N 0.71 -1.78 -1.51 -0.02
C 1.70 -2.36 -0.94 -0.81
C 1.51 -2.50 0.49 0.91
Br 3.34 0.27 0.07 -0.58
C 1.93 -3.53 1.22 0.11
C 2.51 -4.79 0.72 0.09
C 3.41 -5.50 1.51 -0.37
C 4.00 -6.67 1.06 -0.65
C 3.70 -7.16 -0.21 -0.35
C 2.80 -6.47 -1.00 -0.78
C 2.20 -5.30 -0.55 -0.23
H -0.21 -1.32 -4.49 0.47
H -0.01 0.85 -7.21 0.45
H 1.06 3.08 -7.00 0.36
H 1.81 3.88 -4.77 0.37
H 1.37 2.46 -2.75 0.47
H -0.97 -0.18 -2.66 0.07
H 1.82 -0.95 -2.92 0.31
H 2.66 -2.49 -1.44 0.41
H 1.89 -3.48 2.31 0.13
H 3.64 -5.13 2.50 0.34
H 4.70 -7.20 1.69 0.35
H 4.17 -8.07 -0.57 0.37
H 2.55 -6.85 -1.99 0.37
H 1.47 -4.79 -1.16 0.54
C -1.13 3.36 0.96 -0.93
As 0.43 2.22 1.26 1.35
C 1.84 3.50 0.85 -1.26
C 0.50 2.26 3.22 0.00
C 0.20 3.40 3.96 -0.65
C 0.27 3.39 5.34 -0.74
C 0.64 2.22 6.00 -0.75
C 0.94 1.08 5.27 -0.74
C 0.87 1.09 3.88 -0.18
As 1.27 -0.52 2.83 1.75
C 3.11 -0.81 3.41 -1.34
C 0.37 -1.83 3.97 -1.70
H -0.95 4.37 1.32 0.56
H -2.00 2.93 1.46 0.39
H -1.32 3.39 -0.11 -0.24
H 1.69 4.44 1.39 0.42
H 1.82 3.68 -0.22 0.35
H 2.80 3.06 1.10 0.31
H -0.08 4.32 3.45 0.29
H 0.03 4.28 5.90 0.39
H 0.69 2.20 7.08 0.38
H 1.23 0.18 5.80 0.27
H 3.16 -0.88 4.49 0.43
H 3.73 0.01 3.03 0.34
H 3.46 -1.73 2.95 0.37
H 0.96 -2.04 4.86 0.56
H 0.21 -2.74 3.40 0.45
H -0.60 -1.43 4.26 0.41
C -3.22 -1.15 -0.30 -1.52
C -2.39 -1.16 0.99 1.61
C -2.99 -0.17 1.99 -1.09
C -2.40 -2.57 1.58 -1.57
N -1.05 -0.77 0.67 0.21
H -4.27 -1.40 -0.10 0.45
H -2.82 -1.87 -1.01 0.32
H -3.18 -0.16 -0.77 0.06
H -4.01 -0.45 2.28 0.50
H -3.02 0.83 1.55 -0.04
H -2.37 -0.12 2.90 0.14
H -3.43 -2.94 1.71 0.44
H -1.90 -2.59 2.54 0.17
H -1.87 -3.25 0.91 0.28
C -4.51 3.40 -3.94 -1.19
As -3.21 2.25 -3.01 0.33
C -1.79 3.59 -2.89 -0.72
C -3.93 2.52 -1.20 -0.66
H -4.61 4.37 -3.45 0.33
H -5.48 2.91 -3.96 0.39
H -4.18 3.55 -4.97 0.36
H -2.17 4.52 -2.46 0.52
H -1.39 3.78 -3.88 0.41
H -0.98 3.20 -2.27 -0.29
H -4.11 3.58 -0.99 0.49
H -3.23 2.13 -0.47 -0.40
H -4.87 1.97 -1.11 0.45
```

(4)
This record from OMol25 describes a structure of composition C33H48AsCl3F6N7PS2Ti. The level of theory is ωB97M-V/def2-TZVPD.

<S²>	0.7558
net charge	+1
frontier orbital gap (spin up / spin down)	6.615 / 6.723	eV
2S+1	2
relative energy (zero: lowest compared OMol25 entry of this formula, charge and spin)	46.93	kJ/mol
HOMO level (spin up / spin down)	-9.9 / -9.9	eV

XYZ file:
```
102
Properties=species:S:1:pos:R:3:mulliken_charge:R:1
Ti 0.49 -1.08 -1.01 -1.10
C 1.04 2.79 0.77 0.41
C 0.96 2.58 -0.71 -0.28
N 0.65 1.49 -1.37 1.73
C 0.67 1.72 -2.73 -1.19
C 0.99 2.99 -3.10 -0.48
S 1.26 3.93 -1.71 -0.23
C 0.40 0.66 -3.71 0.01
C 0.03 0.89 -4.99 -0.57
S -0.01 -0.57 -5.86 -0.23
C 0.44 -1.43 -4.46 0.40
N 0.62 -0.68 -3.40 0.51
C 0.49 -2.92 -4.52 -0.86
H 0.06 2.66 1.22 -0.64
H 1.40 3.79 0.99 0.90
H 1.72 2.08 1.23 -0.60
H 1.09 3.39 -4.09 0.54
H -0.22 1.83 -5.45 0.49
H -0.52 -3.32 -4.59 0.32
H 0.96 -3.33 -3.64 -0.30
H 1.05 -3.25 -5.40 0.51
F -1.54 -0.33 -1.43 -0.33
As -2.53 -1.70 -2.11 2.22
F -2.07 -1.13 -3.65 -0.49
F -3.97 -0.82 -2.25 -0.45
F -3.12 -3.16 -2.75 -0.46
F -2.92 -2.10 -0.50 -0.47
F -0.91 -2.51 -1.92 -0.33
C -1.49 0.03 3.34 -1.85
C -0.03 -0.09 3.03 -0.37
C 0.90 0.16 3.96 -0.91
C 2.31 0.17 3.65 0.46
C 3.29 0.44 4.75 -1.83
C 2.76 -0.04 2.38 -0.47
C 1.85 -0.27 1.31 -0.35
C 0.37 -0.36 1.61 2.81
N 2.16 -0.41 0.04 1.20
C 3.58 -0.23 -0.44 1.16
C 4.52 -1.29 0.18 -1.59
C 4.07 1.20 -0.16 -1.38
C 3.61 -0.37 -1.97 -1.62
H -1.73 -0.45 4.28 0.47
H -2.11 -0.39 2.55 0.24
H -1.74 1.09 3.43 0.45
H 0.60 0.37 4.98 0.45
H 2.81 0.46 5.73 0.46
H 3.76 1.42 4.59 0.31
H 4.09 -0.30 4.75 0.38
H 3.83 -0.04 2.21 0.37
H -0.13 0.46 1.05 -1.22
H 5.21 -0.85 0.91 0.42
H 5.13 -1.75 -0.60 0.42
H 3.96 -2.08 0.68 0.20
H 3.94 1.50 0.88 0.26
H 3.54 1.91 -0.79 0.27
H 5.13 1.26 -0.40 0.57
H 3.55 -1.40 -2.30 0.17
H 4.56 0.04 -2.33 0.66
H 2.81 0.20 -2.43 0.10
Cl 4.07 -4.55 -3.15 -0.08
C 3.00 -4.87 -1.79 0.62
Cl 3.91 -5.25 -0.34 -0.05
Cl 1.84 -6.12 -2.17 -0.06
C 2.24 -3.63 -1.53 -0.89
N 1.63 -2.69 -1.29 1.18
C -3.95 4.98 0.60 -0.94
N -3.68 4.43 -0.73 0.16
C -4.84 3.63 -1.14 -0.94
N -5.17 2.57 -0.20 0.16
C -5.41 3.16 1.11 -0.96
N -4.29 3.96 1.60 0.12
C -3.14 3.12 1.90 -1.41
P -2.46 2.18 0.43 1.71
C -2.45 3.65 -0.74 -1.39
C -4.12 1.55 -0.16 -1.54
H -4.80 5.67 0.52 0.31
H -3.08 5.54 0.94 0.40
H -4.63 3.19 -2.12 0.37
H -5.69 4.30 -1.23 0.29
H -5.62 2.37 1.83 0.40
H -6.29 3.81 1.04 0.31
H -3.44 2.38 2.66 0.46
H -2.35 3.73 2.34 0.40
H -2.28 3.26 -1.75 0.33
H -1.61 4.31 -0.49 0.46
H -4.43 0.71 0.45 0.54
H -3.98 1.18 -1.18 0.37
C -0.55 -4.12 0.76 -1.53
C 0.02 -3.00 1.65 1.40
C -0.73 -3.09 2.98 -1.85
C 1.49 -3.29 1.94 -0.76
C -0.23 -1.65 0.93 0.72
H -0.51 -5.07 1.29 0.58
H -0.01 -4.24 -0.17 -0.01
H -1.60 -3.92 0.52 0.18
H -0.62 -4.09 3.40 0.53
H -1.80 -2.92 2.85 0.34
H -0.35 -2.39 3.72 0.33
H 2.12 -3.24 1.05 -0.75
H 1.90 -2.59 2.68 0.16
H 1.60 -4.29 2.36 0.65
H -1.31 -1.52 0.89 1.44
```

(5)
This record from OMol25 describes a structure of composition C33H48AsNO3PS7SbTc. The level of theory is ωB97M-V/def2-TZVPD.

net charge	+3
frontier orbital gap (spin up / spin down)	4.291 / 4.291	eV
HOMO level (spin up / spin down)	-14.8 / -14.8	eV

XYZ file:
```
96
Properties=species:S:1:pos:R:3:mulliken_charge:R:1
Tc 0.14 0.16 0.00 -1.12
C -0.33 3.43 -0.42 -1.06
C 0.63 3.49 0.75 -0.94
S 0.76 1.88 1.62 0.12
C 2.56 1.68 1.84 -0.73
C 3.32 1.52 0.55 -1.12
S 2.53 0.32 -0.58 0.16
C 2.56 1.27 -2.14 -0.88
C 1.62 2.45 -2.19 -1.16
S -0.06 2.04 -1.57 0.32
H -1.35 3.31 -0.09 0.43
H -0.27 4.36 -1.00 0.59
H 1.63 3.80 0.45 0.43
H 0.26 4.21 1.48 0.60
H 2.93 2.53 2.42 0.67
H 2.64 0.79 2.46 0.24
H 3.41 2.46 0.01 0.48
H 4.32 1.14 0.75 0.66
H 3.59 1.59 -2.31 0.70
H 2.30 0.54 -2.91 0.20
H 2.00 3.30 -1.62 0.46
H 1.49 2.76 -3.22 0.67
S -5.92 -0.79 1.87 -0.18
Sb -4.88 1.24 2.68 0.52
S -2.02 0.60 0.64 0.41
S -2.51 0.27 2.57 -0.06
S -5.39 0.59 0.40 -0.14
C -5.26 -6.22 -3.10 -1.53
C -4.03 -5.46 -2.72 0.50
C -2.78 -5.77 -3.24 -1.11
C -1.62 -5.11 -2.87 0.45
C -0.36 -5.53 -3.58 -1.73
C -1.73 -4.07 -1.92 1.50
As -0.20 -3.11 -1.16 0.26
N -0.28 -1.30 -1.41 2.87
C -1.05 -1.07 -2.57 -0.01
C -2.11 -0.15 -2.65 -0.41
C -2.86 -0.02 -3.80 -1.10
C -2.57 -0.80 -4.92 -0.98
C -1.51 -1.68 -4.89 -0.75
C -0.76 -1.81 -3.74 0.15
C 1.46 -4.07 -1.49 1.71
C 2.48 -3.64 -2.36 0.31
C 2.58 -2.28 -2.98 -0.41
C 3.45 -4.56 -2.71 -1.09
C 3.48 -5.86 -2.19 0.83
C 4.53 -6.84 -2.63 -1.60
C 2.51 -6.20 -1.25 -0.92
C 1.51 -5.33 -0.88 -0.02
C 0.53 -5.77 0.18 -1.43
C -2.98 -3.73 -1.37 -0.04
C -3.17 -2.63 -0.36 -1.04
C -4.11 -4.42 -1.80 -1.12
H -5.04 -7.00 -3.83 0.38
H -6.01 -5.55 -3.51 0.37
H -5.70 -6.69 -2.22 0.37
H -2.71 -6.55 -3.99 0.48
H -0.60 -5.84 -4.59 0.61
H 0.09 -6.39 -3.08 0.38
H 0.39 -4.75 -3.63 0.11
H -2.38 0.45 -1.79 0.56
H -3.69 0.67 -3.82 0.54
H -3.17 -0.70 -5.82 0.47
H -1.25 -2.27 -5.76 0.54
H 0.11 -2.46 -3.73 0.02
H 1.79 -1.62 -2.64 -1.50
H 2.55 -2.35 -4.07 0.52
H 3.54 -1.83 -2.72 0.75
H 4.21 -4.25 -3.42 0.47
H 5.20 -6.40 -3.36 0.40
H 4.05 -7.71 -3.07 0.36
H 5.11 -7.19 -1.78 0.38
H 2.55 -7.18 -0.79 0.56
H 0.06 -6.72 -0.09 0.50
H -0.26 -5.03 0.32 -0.22
H 1.04 -5.91 1.13 0.42
H -2.35 -2.60 0.36 -0.37
H -4.10 -2.78 0.18 0.64
H -3.23 -1.67 -0.87 0.13
H -5.07 -4.14 -1.38 0.55
C 3.03 -2.78 1.64 -0.99
O 1.70 -2.53 1.13 0.55
P 0.60 -1.49 1.63 0.53
O 1.24 -1.12 3.04 -0.38
C 0.59 -0.49 4.17 -0.58
O -0.67 -2.41 1.94 0.29
C -0.72 -3.40 2.99 -0.99
H 3.05 -3.79 2.06 0.33
H 3.29 -2.07 2.41 0.34
H 3.72 -2.72 0.81 0.25
H 1.03 -0.92 5.06 0.34
H -0.48 -0.68 4.16 0.21
H 0.77 0.58 4.16 0.28
H -1.60 -3.19 3.59 0.26
H 0.18 -3.36 3.62 0.39
H -0.81 -4.39 2.55 0.24
```